Record 1
Molecular formula: C13H26N
Method: DFT, ωB97M-V with the def2-TZVPD basis set

Structure (XYZ):
```
40
Properties=species:S:1:pos:R:3:forces:R:3
C -0.296 -2.688 1.556 -0.6426 0.4622 0.1419
C -1.261 -2.003 1.744 0.3174 -0.3447 -0.0877
C -2.466 -1.253 2.042 0.2162 -0.3825 0.6974
H -2.274 -0.582 2.885 -0.2079 0.0518 -0.1328
H -3.233 -1.973 2.344 -0.0456 0.2179 -0.0817
N -3.009 -0.445 0.902 -0.0400 0.0225 -0.0076
C -4.431 -0.165 1.187 -0.9278 0.1579 0.1976
H -4.533 0.347 2.143 0.1636 -0.0203 -0.0085
H -4.854 0.466 0.408 0.1798 -0.0172 -0.0309
H -5.000 -1.093 1.224 0.1572 -0.0445 -0.0150
C -2.922 -1.219 -0.348 0.1110 -0.4739 -0.8486
H -1.882 -1.429 -0.589 -0.0599 0.0829 0.0844
H -3.376 -0.659 -1.163 -0.0209 0.1120 0.1194
H -3.447 -2.167 -0.235 -0.0152 0.0523 0.1342
C -2.307 0.872 0.778 0.6694 0.8165 0.0088
C -0.809 0.815 0.462 -0.0810 0.0084 -0.2623
H -0.385 -0.135 0.783 0.0656 0.1124 0.0429
H -0.316 1.592 1.045 -0.0421 -0.0681 0.1200
C -0.479 1.050 -1.017 0.2330 -0.2290 0.0753
C 0.965 0.668 -1.346 -0.0894 0.2833 0.1197
C 1.999 1.515 -0.607 0.0993 -0.1231 -0.2917
C 3.427 1.264 -1.095 -0.1610 -0.1689 0.3133
C 3.944 -0.137 -0.771 0.1478 0.2268 -0.1731
C 5.411 -0.291 -1.152 -0.2084 -0.1078 0.0903
H 5.548 -0.114 -2.216 0.0750 0.0130 -0.1146
H 5.763 -1.293 -0.922 0.1199 -0.0659 -0.0176
H 6.024 0.422 -0.605 0.1068 0.0650 0.0319
H 3.826 -0.325 0.299 -0.0845 -0.0506 0.0438
H 3.358 -0.883 -1.311 -0.0659 -0.0672 0.0597
H 4.086 1.995 -0.623 0.0640 0.0445 -0.0640
H 3.475 1.426 -2.174 0.0446 0.0747 -0.0686
H 1.760 2.570 -0.756 -0.0726 0.0759 0.0782
H 1.956 1.308 0.465 -0.0090 0.0730 0.1061
H 1.116 0.792 -2.420 0.0373 -0.0813 -0.0622
H 1.116 -0.387 -1.110 0.0037 -0.1045 -0.0679
H -1.142 0.465 -1.657 -0.1230 0.0285 -0.0301
H -0.637 2.102 -1.257 -0.1024 0.0485 -0.0571
H -2.814 1.440 -0.006 -0.1556 -0.1451 0.0716
H -2.466 1.397 1.723 -0.1673 -0.1590 -0.0278
H 0.566 -3.263 1.389 0.5105 -0.3767 -0.0867
```
Forces are in eV/Å.

Calculated values
total charge = +1
SMILES = C#CC[N+](C)(C)CCCCCCCC
E_tot = -15384.7122 eV
HOMO = -13.35 eV

Here are the natural (NBO) charges for atoms 1 to 4, given in e: atom 1 (C): -0.101, atom 2 (C): -0.110, atom 3 (C): -0.294, atom 4 (H): 0.260



Record 2
Molecular formula: C13H26N6O6PdS
Method: DFT, ωB97M-V with the def2-TZVPD basis set

Structure (XYZ):
```
53
Properties=species:S:1:pos:R:3:forces:R:3
O -3.430 2.367 0.530 -2.7533 -0.1506 1.3940
H -4.292 2.763 0.310 0.3641 -0.2825 0.2543
Pd -1.034 0.072 -0.119 6.0397 1.4430 -0.3814
N -1.912 0.132 1.753 -0.5441 0.6975 2.5196
N 0.135 1.424 1.035 -0.9637 0.7456 2.3571
N -1.344 -1.519 -1.482 0.9886 -1.8014 -1.4713
N 0.545 0.097 -1.542 -0.2289 -1.8094 -2.7984
O -2.715 -0.743 2.120 -0.0094 0.1364 -0.1423
O -2.129 -2.476 -1.202 -0.6467 0.5773 -0.1941
O 1.723 0.685 -1.355 0.3411 1.0364 0.9203
O 1.334 1.832 0.785 -0.2315 -0.0839 -0.6851
C -0.384 1.827 2.222 0.9931 -0.7194 -2.2444
C -1.553 1.149 2.593 -0.6819 -1.4308 -1.0184
C -0.631 -1.554 -2.630 -1.6960 -0.1001 1.4797
C 0.496 -0.693 -2.629 0.0946 1.8600 2.6572
C -2.408 1.452 3.765 -0.1368 0.0853 0.3632
H -3.337 1.949 3.447 0.2459 -0.2088 -0.0153
H -1.890 2.121 4.457 -0.1386 -0.1567 -0.1184
H -2.678 0.531 4.294 0.0252 0.1060 -0.1586
C 0.346 2.848 3.008 -0.0484 0.2133 0.3385
H 0.470 3.751 2.397 0.1295 -0.1716 0.1439
H 1.340 2.484 3.300 -0.1884 0.1051 -0.1720
H -0.209 3.103 3.912 0.1370 0.0427 -0.1330
C -0.960 -2.522 -3.711 0.0490 -0.2869 -0.2559
C 1.617 -0.795 -3.608 0.0728 0.1555 -0.0121
H -2.032 -2.760 -3.705 0.3350 0.0267 0.1318
H -0.401 -3.464 -3.589 -0.2439 0.1263 -0.0749
H -0.701 -2.106 -4.695 -0.0122 -0.1039 0.2833
H 2.386 -0.060 -3.330 -0.2416 -0.3969 -0.2921
H 1.234 -0.595 -4.624 0.2559 -0.1173 0.3463
H 2.040 -1.817 -3.585 -0.1338 0.4599 -0.1007
H -3.115 -1.213 -0.314 -0.1672 0.3695 -0.1372
H 1.603 1.237 -0.440 0.2493 -0.1035 -0.4559
C -1.736 2.317 -0.947 2.3985 1.1104 -2.3191
H -1.750 3.098 -0.192 -0.1075 -0.5016 -0.3989
H -2.602 2.099 -1.575 0.0967 0.2716 0.4001
H -0.851 2.462 -1.592 -0.1175 -0.4519 0.1512
O -3.094 -0.215 -0.355 -3.7158 -0.2924 -1.6216
H -3.502 1.426 0.272 -0.1403 0.4568 0.4330
H -3.299 0.018 -1.289 0.0882 -0.4681 0.7722
C 3.217 -0.563 2.162 0.0635 0.1689 0.0848
N 3.085 -1.370 0.962 -0.3440 -0.2912 -0.0366
C 4.079 -1.654 0.047 -0.3485 -0.4152 -0.5034
C 3.520 -2.418 -0.934 0.2769 0.4668 0.6032
N 2.186 -2.573 -0.597 -0.3479 -0.2079 0.3197
C 1.903 -1.952 0.592 0.6351 0.5093 -0.3462
S 0.460 -1.798 1.418 0.0382 -0.6976 0.1069
H 2.783 0.434 2.001 0.1125 -0.2860 -0.0037
H 2.672 -1.052 2.977 0.2143 0.1023 -0.1771
H 4.283 -0.474 2.402 -0.2517 -0.0371 -0.0086
H 5.084 -1.292 0.188 -0.0769 -0.0644 -0.1258
H 3.942 -2.856 -1.819 0.0387 0.0337 0.0326
H 1.504 -3.142 -1.091 0.2330 0.3309 0.3097
```
Forces are in eV/Å.

Calculated values
multiplicity = 3
E_tot = -49432.2327 eV
HOMO (alpha / beta) = -6.77 / -6.82 eV

Here are the natural (NBO) charges for atoms 1 to 4, given in e: atom 1 (O): -0.967, atom 2 (H): 0.469, atom 3 (Pd): 0.979, atom 4 (N): 0.007